C13H28AsF6N3O2PtSSb | ωB97M-V with the def2-TZVPD basis set

XYZ file:
```
56
C13H28AsF6N3O2PtSSb (ωB97M-V with the def2-TZVPD basis set)
Pt -0.398 -0.157 0.265
C -0.953 4.448 2.860
C 0.228 4.877 2.006
C 0.964 3.728 1.322
S -0.173 2.992 0.068
O 0.469 1.544 -0.240
C 0.113 3.901 -1.492
C 1.316 3.512 -2.340
C 2.688 3.812 -1.753
H -1.520 5.318 3.184
H -0.627 3.914 3.753
H -1.650 3.809 2.309
H 0.998 5.346 2.627
H -0.050 5.639 1.273
H 1.195 2.898 1.993
H 1.850 4.036 0.770
H 0.189 4.923 -1.093
H -0.832 3.827 -2.029
H 1.178 4.074 -3.267
H 1.234 2.459 -2.616
H 2.757 4.838 -1.387
H 3.450 3.701 -2.522
H 2.956 3.125 -0.945
N -4.919 -1.031 -2.447
C -3.611 -1.172 -2.402
C -2.832 -0.612 -1.331
N -1.510 -0.822 -1.334
C -0.936 -1.521 -2.324
C -1.748 -2.044 -3.381
N -3.030 -1.868 -3.409
H -5.467 -0.538 -1.743
H -5.429 -1.449 -3.233
H -3.278 -0.052 -0.516
H 0.135 -1.667 -2.286
H -1.280 -2.600 -4.188
C 2.846 -1.120 1.997
As 2.114 -2.337 0.724
C 3.370 -2.857 -0.608
C 1.206 -3.805 1.535
O 0.875 -1.489 -0.256
H 3.508 -1.710 2.637
H 2.063 -0.686 2.617
H 3.434 -0.359 1.488
H 4.146 -3.443 -0.109
H 3.816 -1.972 -1.057
H 2.880 -3.479 -1.354
H 1.914 -4.287 2.215
H 0.906 -4.518 0.769
H 0.349 -3.449 2.103
F -1.977 0.877 0.988
Sb -2.058 -0.224 2.897
F -1.597 -1.605 1.585
F -3.810 -0.452 2.392
F -1.702 -1.289 4.330
F -2.243 1.426 3.657
F -0.153 0.164 2.478
```

**M**: 796.2 g mol⁻¹
**Gap between HOMO and LUMO (spin up / spin down)**: 5.8 / 5.5 eV
**Net charge**: +4
**Spin multiplicity**: 2
**E**: -4417.94097 Ha
**<S²>**: 0.793
**ΔE to the lowest compared entry with this formula, charge and spin**: 70.64 kJ/mol

---

C5H12N3O5S | ωB97M-V with the def2-TZVPD basis set

XYZ file:
```
26
C5H12N3O5S (ωB97M-V with the def2-TZVPD basis set)
C -1.905 2.561 -2.147
O -1.832 2.733 -0.725
C -0.777 2.351 -0.079
N -0.781 2.518 1.228
O 0.229 1.855 -0.700
S 1.882 0.954 -0.533
N 2.660 1.068 0.749
O 2.382 1.334 -1.796
N 1.219 -0.543 -0.575
C 1.292 -1.362 -1.768
C 0.616 -0.902 0.620
O 0.286 -0.038 1.396
O 0.468 -2.192 0.766
C -0.029 -2.630 2.037
H -2.895 2.913 -2.426
H -1.788 1.509 -2.408
H -1.135 3.149 -2.647
H -0.066 2.058 1.781
H -1.606 2.876 1.689
H 3.266 1.868 0.808
H 1.437 -2.402 -1.482
H 0.377 -1.266 -2.356
H 2.136 -1.019 -2.363
H 0.591 -2.227 2.838
H 0.029 -3.715 2.015
H -1.059 -2.302 2.177
```

**M**: 226.2 g mol⁻¹
**SMILES**: COC(=[NH2+])O[S@](=N)(=O)N(C)C(=O)OC
**Gap between HOMO and LUMO**: 10.8 eV
**Net charge**: +1
**E**: -1136.08372 Ha
**ΔE to the lowest compared entry with this formula, charge and spin**: 0.00 kJ/mol

---

C3H3Cl2NO | ωB97M-V with the def2-TZVPD basis set

XYZ file:
```
10
C3H3Cl2NO (ωB97M-V with the def2-TZVPD basis set)
C -1.283 0.902 0.029
C 2.459 -1.445 0.434
C 3.034 -0.318 0.232
N -1.023 -0.215 0.521
O -0.096 -0.995 0.710
Cl 4.785 -0.115 -0.021
Cl 2.226 1.206 0.181
H -0.532 1.549 -0.417
H -2.303 1.236 0.071
H 2.600 -2.487 0.523
```

**M**: 140.0 g mol⁻¹
**Gap between HOMO and LUMO (spin up / spin down)**: 8.8 / 9.0 eV
**E**: -1166.26846 Ha
**ΔE to the lowest compared entry with this formula, charge and spin**: 571.12 kJ/mol

---

C32H46N2O5 | ωB97M-V with the def2-TZVPD basis set

XYZ file:
```
85
C32H46N2O5 (ωB97M-V with the def2-TZVPD basis set)
C -4.641 0.653 6.486
C -4.103 0.518 5.037
C -5.106 1.262 4.100
C -2.764 1.273 4.935
C -4.074 -0.954 4.578
C -2.969 -1.907 5.073
C -2.604 -1.690 6.549
C -3.532 -3.350 4.948
C -1.698 -1.871 4.220
C -1.511 -1.020 3.133
C -0.339 -1.013 2.367
C 0.694 -1.887 2.697
O 1.872 -1.965 1.983
C 2.427 -0.729 1.573
C 3.794 -0.998 0.975
O 3.682 -1.375 -0.394
C 3.801 -0.272 -1.269
C 3.189 -0.654 -2.613
C 3.890 0.036 -3.752
O 5.064 0.033 -3.886
O 3.089 0.626 -4.679
C 2.320 1.724 -4.193
C 3.153 2.992 -4.066
C 2.324 4.051 -3.375
O 3.018 5.290 -3.278
C 0.530 -2.767 3.764
C -0.648 -2.759 4.506
H -5.091 -0.266 6.848
H -5.322 1.491 6.564
H -3.812 0.869 7.158
H -6.099 1.270 4.538
H -5.193 0.762 3.140
H -4.801 2.292 3.945
H -2.833 2.179 5.529
H -1.898 0.682 5.205
H -2.614 1.600 3.908
H -5.020 -1.382 4.902
H -4.096 -1.007 3.493
H -3.492 -1.665 7.172
H -2.058 -0.761 6.686
H -1.969 -2.495 6.897
H -4.543 -3.390 5.343
H -2.946 -4.027 5.561
H -3.511 -3.701 3.922
H -2.289 -0.332 2.842
H -0.275 -0.333 1.535
H 2.517 -0.046 2.418
H 1.830 -0.274 0.785
H 4.282 -1.799 1.521
H 4.424 -0.113 1.061
H 4.844 0.014 -1.398
H 3.223 0.568 -0.878
H 2.151 -0.340 -2.609
H 3.185 -1.731 -2.739
H 1.849 1.509 -3.229
H 1.517 1.882 -4.905
H 3.458 3.299 -5.060
H 4.023 2.784 -3.446
H 2.037 3.673 -2.393
H 1.392 4.227 -3.915
H 3.137 5.492 -2.349
H 1.333 -3.451 3.991
H -0.727 -3.462 5.319
C -1.344 -4.275 -2.206
C -0.611 -4.204 -1.032
C 0.113 -3.049 -0.775
N 0.142 -2.001 -1.598
C -0.562 -2.089 -2.725
C -1.320 -3.195 -3.074
H -1.922 -5.159 -2.442
H -0.596 -5.025 -0.329
H 0.704 -2.956 0.128
H -0.512 -1.225 -3.380
H -1.874 -3.209 -4.002
C 2.773 4.047 -9.086
C 2.454 2.702 -9.165
C 1.576 2.177 -8.229
N 1.021 2.894 -7.254
C 1.340 4.187 -7.191
C 2.205 4.809 -8.078
H 3.455 4.495 -9.797
H 2.877 2.069 -9.932
H 1.303 1.128 -8.254
H 0.878 4.747 -6.385
H 2.427 5.862 -7.977
```

**M**: 538.7 g mol⁻¹
**SMILES**: CC(C)(C)CC(C)(C)c1ccc(OCCOCCC(=O)OCCCO)cc1.c1ccncc1.c1ccncc1
**Gap between HOMO and LUMO**: 9.0 eV
**E**: -1732.60108 Ha